[1]
The following is a DFT calculation (ωB97M-V with the def2-TZVPD basis set) of a 22-piece molecular cluster, C84H137N13O17S4 overall in a non-equilibrium geometry.

Geometry as XYZ:
```
255
C84H137N13O17S4, DFT ωB97M-V with the def2-TZVPD basis set
C -4.45 2.33 -3.04
C -5.71 2.71 -2.20
C -6.47 1.45 -1.99
O -5.63 0.38 -2.48
C -4.23 0.90 -2.53
H -3.59 2.96 -2.86
H -4.53 2.31 -4.15
H -6.28 3.45 -2.74
H -5.51 3.14 -1.21
H -7.34 1.25 -2.61
H -6.68 1.25 -0.97
H -3.53 0.39 -3.22
H -3.78 0.91 -1.55
C -0.30 2.91 3.27
C -0.14 2.60 1.77
C 1.30 2.04 1.66
O 1.83 2.14 2.99
C 0.72 1.96 3.86
H -1.36 2.86 3.46
H 0.02 3.92 3.41
H -0.29 3.42 1.12
H -0.72 1.77 1.46
H 1.95 2.53 0.94
H 1.28 0.98 1.37
H 1.03 2.16 4.90
H 0.34 0.91 3.84
C 3.22 6.90 0.38
C 3.77 5.78 1.29
C 3.50 6.38 2.67
O 3.67 7.79 2.55
C 3.64 8.13 1.18
H 2.14 6.85 0.31
H 3.77 6.82 -0.57
H 4.87 5.68 1.10
H 3.39 4.80 1.09
H 4.14 6.10 3.50
H 2.46 6.17 2.90
H 4.59 8.42 0.72
H 2.96 8.96 1.11
C 5.06 -4.75 -3.94
C 4.25 -4.79 -2.63
C 3.41 -3.52 -2.90
O 3.12 -3.43 -4.27
C 4.06 -4.30 -4.93
H 5.53 -5.69 -4.27
H 5.88 -4.00 -3.78
H 4.85 -4.76 -1.69
H 3.69 -5.71 -2.49
H 3.96 -2.63 -2.56
H 2.46 -3.48 -2.37
H 4.49 -3.78 -5.84
H 3.54 -5.16 -5.32
C 0.62 -2.04 0.64
C 0.63 -1.36 -0.81
C -0.57 -0.44 -0.83
O -1.42 -0.79 0.24
C -0.87 -1.92 0.96
H 1.31 -1.51 1.33
H 1.03 -3.04 0.51
H 0.45 -2.13 -1.53
H 1.61 -0.94 -1.04
H -1.15 -0.57 -1.76
H -0.25 0.63 -0.86
H -1.51 -2.80 0.72
H -1.13 -1.79 2.02
N 3.67 1.06 -1.56
C 2.62 1.39 -2.39
C 2.44 2.73 -2.35
C 3.48 3.25 -1.52
C 4.19 2.16 -1.03
H 4.10 0.13 -1.33
H 2.00 0.61 -2.79
H 1.66 3.31 -2.82
H 3.78 4.27 -1.41
H 4.94 2.13 -0.30
N -1.26 -6.76 5.45
C -0.58 -5.67 5.81
C -1.43 -4.63 5.69
C -2.71 -5.05 5.14
C -2.45 -6.36 4.94
H -0.83 -7.66 5.33
H 0.36 -5.76 6.35
H -1.11 -3.67 6.11
H -3.62 -4.53 4.96
H -3.08 -7.21 4.70
N -5.19 -1.80 -4.35
C -4.68 -1.79 -5.64
C -4.38 -3.07 -5.96
C -4.90 -3.94 -4.89
C -5.26 -3.09 -3.89
H -5.55 -0.99 -3.88
H -4.59 -0.84 -6.16
H -3.76 -3.33 -6.80
H -4.69 -4.98 -4.84
H -5.49 -3.33 -2.87
N 0.65 -4.06 3.23
C 0.00 -4.93 2.46
C 0.85 -5.60 1.59
C 2.18 -5.05 1.87
C 1.98 -4.11 2.92
H 0.26 -3.72 4.13
H -1.04 -5.12 2.65
H 0.61 -6.32 0.89
H 3.15 -5.41 1.50
H 2.60 -3.49 3.53
N -5.54 -3.41 1.38
C -4.41 -2.71 0.98
C -4.73 -1.91 -0.10
C -6.08 -2.12 -0.42
C -6.56 -3.02 0.51
H -5.62 -4.02 2.18
H -3.52 -2.84 1.52
H -3.96 -1.30 -0.67
H -6.72 -1.73 -1.20
H -7.51 -3.55 0.55
N 0.83 3.54 -6.99
C 0.15 3.47 -8.17
C 0.62 4.40 -9.03
C 1.56 5.16 -8.33
C 1.67 4.61 -7.05
H 0.55 3.03 -6.11
H -0.61 2.69 -8.33
H 0.39 4.48 -10.07
H 2.13 6.02 -8.61
H 2.36 4.76 -6.24
N -1.41 -3.44 -3.95
C -1.60 -3.79 -2.65
C -0.46 -4.53 -2.21
C 0.33 -4.72 -3.38
C -0.29 -4.02 -4.42
H -2.17 -3.06 -4.52
H -2.45 -3.42 -2.16
H -0.20 -4.81 -1.20
H 1.27 -5.25 -3.35
H -0.03 -3.84 -5.47
N -5.13 0.73 1.50
C -5.92 1.64 2.10
C -5.20 2.76 2.35
C -3.89 2.56 1.86
C -3.90 1.30 1.31
H -5.24 -0.26 1.39
H -6.90 1.42 2.32
H -5.56 3.67 2.80
H -3.09 3.18 2.06
H -3.14 0.65 0.87
N 4.58 1.60 3.39
C 5.40 2.47 2.67
C 6.72 2.16 2.98
C 6.67 1.09 3.98
C 5.35 0.78 4.20
H 3.58 1.59 3.45
H 4.99 3.29 2.10
H 7.64 2.57 2.55
H 7.46 0.45 4.43
H 5.01 -0.06 4.78
N 5.63 -0.38 1.25
C 6.30 -0.70 0.09
C 5.61 -1.62 -0.64
C 4.33 -1.82 0.13
C 4.36 -1.00 1.22
H 5.92 0.17 2.03
H 7.34 -0.44 -0.05
H 5.92 -1.91 -1.61
H 3.50 -2.51 -0.13
H 3.57 -0.93 1.97
N -1.75 3.38 -4.60
C -0.91 2.43 -4.12
C -1.09 1.32 -4.94
C -1.99 1.67 -6.00
C -2.42 2.91 -5.73
H -1.65 4.40 -4.41
H -0.27 2.53 -3.28
H -0.54 0.42 -4.87
H -2.20 1.08 -6.94
H -2.98 3.60 -6.27
N 5.35 -4.03 2.71
C 5.37 -4.87 3.77
C 6.64 -4.86 4.33
C 7.40 -3.92 3.59
C 6.59 -3.42 2.57
H 4.55 -4.00 2.06
H 4.51 -5.52 3.99
H 6.85 -5.39 5.22
H 8.43 -3.68 3.69
H 6.74 -2.70 1.84
N -3.14 1.06 4.73
C -2.33 0.04 4.34
C -1.61 -0.43 5.50
C -1.97 0.48 6.58
C -2.94 1.32 6.09
H -3.78 1.56 4.15
H -2.28 -0.32 3.27
H -0.89 -1.23 5.47
H -1.52 0.54 7.52
H -3.50 2.10 6.51
O 2.95 -1.30 4.62
S 2.48 -1.91 5.84
O 1.25 -2.69 5.82
O 3.62 -2.88 6.26
C 5.05 -2.46 6.32
C 5.69 -3.54 7.21
C 2.33 -0.77 7.21
H 5.15 -1.43 6.76
H 5.44 -2.41 5.29
H 5.26 -4.56 6.99
H 5.65 -3.36 8.28
H 6.77 -3.67 6.99
H 1.60 -0.02 6.79
H 3.26 -0.28 7.49
H 1.81 -1.29 8.04
O -2.41 8.16 -2.71
S -3.03 7.11 -3.50
O -2.28 6.36 -4.43
O -3.70 6.01 -2.58
C -4.03 6.22 -1.20
C -2.88 5.79 -0.36
C -4.45 7.72 -4.45
H -4.97 5.72 -1.00
H -4.22 7.28 -1.01
H -2.05 6.53 -0.37
H -2.39 4.93 -0.75
H -3.25 5.52 0.65
H -4.93 8.31 -3.72
H -5.03 6.81 -4.72
H -3.99 8.18 -5.34
O 4.42 -0.29 -10.57
S 3.28 0.18 -9.79
O 2.08 -0.56 -9.78
O 3.78 0.41 -8.27
C 2.81 0.82 -7.23
C 3.29 0.22 -5.91
C 3.01 1.90 -10.22
H 1.81 0.41 -7.45
H 2.82 1.93 -7.22
H 4.39 0.36 -5.75
H 3.09 -0.87 -5.84
H 2.71 0.60 -5.05
H 3.73 2.49 -9.69
H 2.02 2.12 -9.78
H 3.03 1.97 -11.30
O -5.60 -3.53 4.31
S -5.82 -2.16 4.59
O -5.56 -1.17 3.60
O -7.30 -1.97 5.15
C -7.88 -0.72 5.49
C -8.11 -0.68 6.97
C -4.78 -1.83 6.06
H -8.82 -0.76 4.90
H -7.31 0.14 5.05
H -8.63 -1.61 7.24
H -8.69 0.25 7.12
H -7.28 -0.47 7.65
H -5.09 -0.89 6.55
H -3.76 -1.71 5.69
H -4.95 -2.72 6.65
```

lowest unoccupied orbital energy: 0.1 eV
HOMO-LUMO gap: 0.2785 Ha

***

[2]
The following is a DFT calculation (ωB97M-V with the def2-TZVPD basis set) of a 4-piece molecular cluster, C12H32BN4O10P overall in a non-equilibrium geometry.

Geometry as XYZ:
```
60
C12H32BN4O10P, DFT ωB97M-V with the def2-TZVPD basis set
C 3.00 -3.44 -0.68
O 2.94 -3.93 -2.07
C 1.65 -3.64 -2.71
C 1.62 -2.19 -3.53
C 1.24 -1.02 -2.45
C -0.04 -0.06 -2.94
P -0.12 1.37 -1.62
C -0.01 2.73 -0.23
C 1.57 3.27 -0.29
C 2.33 3.22 1.16
N 3.87 3.06 1.24
O 1.69 3.30 2.34
C -2.03 1.27 -1.50
B -2.55 0.19 -0.34
O -2.98 0.64 1.03
O -2.64 -1.29 -0.58
H 2.01 -2.97 -0.28
H 3.22 -4.40 0.00
H 3.95 -2.74 -0.53
H 1.50 -4.47 -3.55
H 0.72 -3.69 -2.00
H 0.84 -2.25 -4.43
H 2.69 -1.99 -4.02
H 0.87 -1.52 -1.44
H 2.18 -0.30 -2.26
H 0.08 0.34 -4.03
H -1.02 -0.71 -2.78
H 0.80 0.59 -0.79
H 0.49 2.24 -2.60
H -0.15 2.18 0.81
H -0.79 3.59 -0.40
H 2.16 2.62 -1.10
H 1.51 4.36 -0.72
H 4.31 3.33 0.32
H 4.08 2.07 1.48
H -2.41 2.37 -1.28
H -2.49 0.96 -2.56
H -3.85 0.15 1.25
H -3.59 -1.44 -0.88
C -5.56 3.07 1.75
N -6.22 1.79 2.12
O -5.61 0.75 1.85
O -7.33 1.87 2.66
H -4.59 2.86 1.29
H -6.21 3.60 1.05
H -5.42 3.65 2.67
C -3.34 -4.10 0.46
N -3.32 -5.46 -0.14
O -4.26 -5.76 -0.90
O -2.38 -6.19 0.16
H -4.22 -3.57 0.11
H -3.37 -4.22 1.54
H -2.43 -3.59 0.14
C 5.36 2.52 4.57
N 5.38 1.16 3.97
O 4.44 0.87 3.22
O 6.32 0.43 4.28
H 4.48 3.06 4.22
H 5.33 2.41 5.66
H 6.27 3.03 4.25
```

SMILES: COCCCC[PH2](CCC(N)=O)CB(O)O.C[N+](=O)[O-].C[N+](=O)[O-].C[N+](=O)[O-]
lowest unoccupied orbital energy: -0.5 eV
HOMO-LUMO gap: 0.2891 Ha

***

[3]
The following is a DFT calculation (ωB97M-V with the def2-TZVPD basis set) of C23H49B3FN3O5 as an isolated structure in a non-equilibrium geometry.

Geometry as XYZ:
```
84
C23H49B3FN3O5, DFT ωB97M-V with the def2-TZVPD basis set
C 3.86 -0.46 -0.46
C 3.85 0.83 -1.29
C 3.87 2.04 -0.37
N 2.61 2.05 0.42
B 1.50 2.68 -0.20
O 1.58 3.58 -1.26
B 0.73 3.20 -2.27
O -0.52 2.68 -2.00
B -0.37 1.78 -0.93
C -0.73 0.27 -0.99
C -1.58 -0.22 0.15
F -1.74 -1.59 0.05
O 0.20 2.33 0.20
H 4.22 -1.30 -1.03
H 4.47 -0.29 0.42
H 2.85 -0.66 -0.16
H 4.70 0.87 -1.95
H 2.93 0.84 -1.87
H 4.00 2.93 -0.97
H 4.68 1.90 0.33
H 2.76 2.34 1.37
H 1.06 3.25 -3.42
H 0.21 -0.27 -0.91
H -1.15 -0.01 -1.95
H -1.07 -0.01 1.08
H -2.56 0.25 0.18
C -4.78 0.38 -6.12
C -5.31 -0.15 -4.76
C -6.77 0.27 -4.55
C -6.94 1.75 -4.23
C -6.06 2.15 -3.05
C -4.59 1.77 -3.25
N -4.45 0.34 -3.65
O -4.58 -0.42 -2.61
C -3.97 2.70 -4.30
C -3.81 2.03 -1.97
C -5.25 -1.67 -4.85
H -5.43 1.14 -6.56
H -3.78 0.78 -6.04
H -4.71 -0.43 -6.86
H -7.20 -0.32 -3.73
H -7.34 0.01 -5.45
H -6.71 2.36 -5.10
H -7.98 1.95 -3.99
H -6.13 3.22 -2.87
H -6.44 1.66 -2.14
H -2.95 2.39 -4.54
H -3.92 3.72 -3.91
H -4.53 2.75 -5.23
H -4.23 1.51 -1.11
H -3.82 3.09 -1.73
H -2.77 1.74 -2.08
H -4.22 -2.02 -4.96
H -5.82 -2.00 -5.71
H -5.68 -2.15 -3.97
C 2.85 -0.49 5.94
C 2.79 -1.15 4.54
C 2.07 -2.50 4.61
C 2.90 -3.60 5.27
C 4.26 -3.72 4.60
C 5.02 -2.39 4.54
N 4.16 -1.31 3.97
O 4.10 -1.43 2.69
C 5.51 -2.03 5.95
C 6.28 -2.56 3.70
C 1.96 -0.21 3.66
H 2.62 -1.19 6.75
H 3.83 -0.06 6.14
H 2.14 0.33 6.02
H 1.80 -2.83 3.60
H 1.13 -2.37 5.15
H 3.01 -3.41 6.34
H 2.37 -4.55 5.19
H 4.88 -4.46 5.12
H 4.12 -4.10 3.58
H 5.97 -1.03 5.96
H 6.27 -2.74 6.27
H 4.73 -2.05 6.71
H 6.06 -2.93 2.70
H 6.94 -3.28 4.18
H 6.81 -1.61 3.61
H 2.46 0.75 3.55
H 0.99 -0.05 4.14
H 1.78 -0.62 2.67
```

spin multiplicity: 3
lowest unoccupied orbital energy (alpha / beta): 0.6 / 0.3 eV
HOMO-LUMO gap (alpha / beta): 0.3284 / 0.3522 Ha

***

[4]
The following is a DFT calculation (ωB97M-V with the def2-TZVPD basis set) of a 4-piece molecular cluster, C4H16O4 overall.

Geometry as XYZ:
```
24
C4H16O4, DFT ωB97M-V with the def2-TZVPD basis set
C -2.52 2.69 -0.60
C -3.28 1.75 -1.51
O -2.52 1.30 -2.62
H -2.26 3.61 -1.12
H -1.60 2.22 -0.23
H -3.14 2.98 0.25
H -4.13 2.29 -1.95
H -3.67 0.90 -0.94
H -1.84 0.71 -2.28
C 0.88 -1.09 1.88
C 2.12 -1.79 2.37
O 2.90 -0.98 3.25
H 0.27 -1.79 1.30
H 1.07 -0.22 1.26
H 0.29 -0.74 2.73
H 2.80 -1.99 1.54
H 1.86 -2.74 2.85
H 2.31 -0.63 3.93
O 3.02 -2.25 -1.89
H 3.03 -1.58 -1.21
H 3.92 -2.26 -2.22
O -0.19 -0.08 -1.45
H 0.34 0.56 -1.93
H 0.35 -0.87 -1.41
```

SMILES: CCO.CCO.O.O
lowest unoccupied orbital energy: 0.3 eV
HOMO-LUMO gap: 0.3746 Ha

***

[5]
The following is a DFT calculation (ωB97M-V with the def2-TZVPD basis set) of C23H27NO7S in the gas phase in a non-equilibrium geometry.

Geometry as XYZ:
```
59
C23H27NO7S, DFT ωB97M-V with the def2-TZVPD basis set
C -0.20 -1.23 -3.37
C 1.10 -0.68 -2.70
O 0.60 0.19 -1.66
C 1.35 0.57 -0.74
C 2.70 0.39 -0.95
C 3.41 1.07 0.25
C 4.92 1.19 0.32
S 5.88 2.69 -0.04
N 5.55 0.05 -0.12
C 4.90 -1.16 0.31
C 5.60 -1.73 1.70
O 7.03 -1.91 1.30
C 7.61 -0.74 0.97
C 7.16 -0.11 -0.34
C 2.77 1.69 1.43
C 1.46 1.85 1.25
C 0.65 1.24 0.31
O -0.64 1.20 0.51
C -1.38 0.26 0.58
O -0.85 -0.90 0.57
C -2.76 0.03 0.38
C -3.42 1.41 0.39
C -4.72 1.39 0.30
O -5.48 2.76 0.20
C -4.77 3.90 -0.12
C -5.64 0.36 0.49
O -6.90 0.83 0.03
C -7.79 -0.33 0.37
C -4.96 -0.87 0.41
O -5.72 -2.00 0.71
C -5.13 -3.11 0.78
C -3.55 -0.84 0.63
H -0.89 -0.48 -3.91
H -0.94 -1.83 -2.73
H 0.12 -1.76 -4.26
H 1.68 -1.56 -2.19
H 1.60 0.05 -3.15
H 3.23 0.02 -1.54
H 4.03 -1.29 0.57
H 5.22 -1.93 -0.67
H 5.28 -2.75 1.75
H 5.53 -1.09 2.26
H 8.62 -0.68 0.72
H 7.52 0.19 1.67
H 7.45 0.85 -0.50
H 7.35 -0.86 -1.13
H 3.50 2.31 1.83
H 1.04 2.51 2.25
H -2.65 2.44 0.17
H -4.25 4.20 1.02
H -5.48 4.81 -0.10
H -4.13 3.95 -0.73
H -8.81 -0.01 0.28
H -7.74 -0.93 -0.45
H -7.90 -0.89 1.46
H -4.53 -3.51 -0.14
H -4.54 -3.21 1.78
H -5.99 -4.06 0.86
H -3.09 -1.93 0.74
```

SMILES: CCOc1cc(C(=S)N2CCOCC2)ccc1OC(=O)c1cc(OC)c(OC)c(OC)c1
lowest unoccupied orbital energy: -0.4 eV
HOMO-LUMO gap: 0.2776 Ha

***

What did the second record say?
The following is a DFT calculation (ωB97M-V with the def2-TZVPD basis set) of a 4-piece molecular cluster, C12H32BN4O10P overall in a non-equilibrium geometry.

Geometry as XYZ:
```
60
C12H32BN4O10P, DFT ωB97M-V with the def2-TZVPD basis set
C 3.00 -3.44 -0.68
O 2.94 -3.93 -2.07
C 1.65 -3.64 -2.71
C 1.62 -2.19 -3.53
C 1.24 -1.02 -2.45
C -0.04 -0.06 -2.94
P -0.12 1.37 -1.62
C -0.01 2.73 -0.23
C 1.57 3.27 -0.29
C 2.33 3.22 1.16
N 3.87 3.06 1.24
O 1.69 3.30 2.34
C -2.03 1.27 -1.50
B -2.55 0.19 -0.34
O -2.98 0.64 1.03
O -2.64 -1.29 -0.58
H 2.01 -2.97 -0.28
H 3.22 -4.40 0.00
H 3.95 -2.74 -0.53
H 1.50 -4.47 -3.55
H 0.72 -3.69 -2.00
H 0.84 -2.25 -4.43
H 2.69 -1.99 -4.02
H 0.87 -1.52 -1.44
H 2.18 -0.30 -2.26
H 0.08 0.34 -4.03
H -1.02 -0.71 -2.78
H 0.80 0.59 -0.79
H 0.49 2.24 -2.60
H -0.15 2.18 0.81
H -0.79 3.59 -0.40
H 2.16 2.62 -1.10
H 1.51 4.36 -0.72
H 4.31 3.33 0.32
H 4.08 2.07 1.48
H -2.41 2.37 -1.28
H -2.49 0.96 -2.56
H -3.85 0.15 1.25
H -3.59 -1.44 -0.88
C -5.56 3.07 1.75
N -6.22 1.79 2.12
O -5.61 0.75 1.85
O -7.33 1.87 2.66
H -4.59 2.86 1.29
H -6.21 3.60 1.05
H -5.42 3.65 2.67
C -3.34 -4.10 0.46
N -3.32 -5.46 -0.14
O -4.26 -5.76 -0.90
O -2.38 -6.19 0.16
H -4.22 -3.57 0.11
H -3.37 -4.22 1.54
H -2.43 -3.59 0.14
C 5.36 2.52 4.57
N 5.38 1.16 3.97
O 4.44 0.87 3.22
O 6.32 0.43 4.28
H 4.48 3.06 4.22
H 5.33 2.41 5.66
H 6.27 3.03 4.25
```

SMILES: COCCCC[PH2](CCC(N)=O)CB(O)O.C[N+](=O)[O-].C[N+](=O)[O-].C[N+](=O)[O-]
lowest unoccupied orbital energy: -0.5 eV
HOMO-LUMO gap: 0.2891 Ha